[1]
The following is a quantum chemistry calculation of C23H41F5LaOP2Te as an isolated structure, from the OMol25 dataset.

Its total energy is -2457.682424 Ha. The spin multiplicity is 1. The energy above the lowest of the compared OMol25 structures with the same formula, charge and spin is 0.000 eV. Its net charge is +1. As for the HOMO energy (spin up / spin down): -8.5 / -8.4 eV. Its largest force on an atom is 3.3 eV Å⁻¹.

Element x y z (Å)
La: 2.873 -0.389 0.287
C: -1.525 -1.317 3.607
C: -1.171 -2.459 2.833
C: 0.402 -2.212 4.492
C: -0.545 -1.160 4.626
C: 0.019 -3.014 3.385
C: -2.674 -0.424 3.350
H: -2.460 0.321 2.566
H: -2.953 0.117 4.262
H: -3.542 -1.008 3.017
C: -0.471 -0.055 5.603
H: -1.467 0.364 5.787
H: 0.175 0.764 5.250
H: -0.060 -0.410 6.556
C: 1.619 -2.403 5.306
H: 1.522 -1.904 6.277
H: 2.505 -1.985 4.804
H: 1.813 -3.469 5.477
C: 0.784 -4.149 2.840
H: 1.224 -4.750 3.647
H: 1.605 -3.796 2.194
H: 0.140 -4.794 2.232
C: -1.837 -2.923 1.604
H: -1.806 -4.019 1.539
H: -1.324 -2.524 0.711
H: -2.885 -2.597 1.580
C: -2.275 2.375 0.348
C: -3.092 1.333 0.131
C: -3.170 0.432 -1.069
C: -2.591 0.965 -2.401
C: -1.107 0.548 -2.596
C: -0.214 0.589 -1.418
C: 0.041 1.866 -0.660
C: -1.144 2.854 -0.527
H: -4.237 0.216 -1.267
H: -2.731 2.050 -2.498
H: -2.727 -0.555 -0.816
H: -1.475 3.140 -1.532
H: -2.440 2.994 1.242
H: -3.830 1.089 0.906
H: -0.733 3.771 -0.069
H: 0.392 1.603 0.352
H: -0.371 -0.252 -0.733
H: 0.901 2.431 -1.070
H: -3.172 0.523 -3.230
H: -1.157 -0.493 -2.965
P: -0.139 1.410 -3.872
C: -0.364 3.192 -3.884
C: -0.736 0.754 -5.453
P: 1.727 -0.121 -2.216
C: 1.567 0.980 -3.678
C: 1.191 -1.737 -2.916
C: 3.614 -0.313 -2.440
H: 0.211 3.689 -3.080
H: -1.431 3.457 -3.790
H: 0.003 3.578 -4.854
H: -0.461 1.442 -6.269
H: -1.831 0.641 -5.439
H: -0.278 -0.227 -5.650
H: 3.796 -0.363 -3.519
H: 4.015 -1.239 -1.999
H: 4.155 0.562 -2.049
H: 2.164 1.897 -3.542
H: 1.908 0.468 -4.593
H: 1.650 -2.538 -2.320
H: 1.520 -1.843 -3.958
H: 0.105 -1.881 -2.856
F: 1.017 -1.537 0.418
Te: 3.598 3.005 1.248
F: 4.721 4.121 0.055
F: 4.428 1.642 -0.017
F: 2.182 3.877 0.307
F: 4.436 -1.739 0.914
O: 2.405 1.535 1.491

[2]
The following is a quantum chemistry calculation of a 2-piece molecular cluster, C23H41F5NO10PS overall, from the OMol25 dataset.

Its total energy is -2946.833477 Ha. The spin multiplicity is 1. The energy above the lowest of the compared OMol25 structures with the same formula, charge and spin is 1.703 eV. Its net charge is -2. As for the HOMO energy: 1.8 eV. Its largest force on an atom is 3.8 eV Å⁻¹.

Element x y z (Å)
C: -8.082 1.761 6.391
O: -8.783 0.934 5.461
C: -7.875 0.499 4.437
C: -7.797 1.581 3.317
C: -7.868 0.954 1.899
C: -6.754 -0.097 1.653
C: -5.322 0.505 1.769
C: -4.372 0.008 0.643
C: -2.886 0.029 1.080
C: -1.989 -1.028 0.319
C: -1.106 -0.202 -0.675
C: 0.025 -1.019 -1.332
O: 0.963 -0.234 -2.095
C: 0.491 1.043 -2.440
O: -0.189 1.151 -3.379
C: 0.912 2.245 -1.585
C: 2.113 2.914 -2.304
C: 3.414 2.049 -2.230
C: 4.541 2.693 -1.366
C: 5.202 1.683 -0.361
C: 6.623 1.251 -0.815
C: 6.572 -0.044 -1.706
O: 7.122 -1.151 -1.036
C: 8.521 -1.316 -1.446
P: 1.076 -1.870 0.002
N: 1.504 -0.519 0.984
O: 2.495 -2.385 -0.691
S: -0.767 -2.224 -2.520
O: -2.146 -1.900 -2.800
O: -0.038 -2.135 -3.753
C: -0.675 -4.028 -2.051
F: 0.563 -4.445 -1.860
F: -1.098 -4.693 -3.133
C: -1.627 -4.507 -0.907
F: -1.239 -4.169 0.290
F: -2.875 -4.185 -1.141
F: -1.596 -5.852 -0.944
H: -8.772 2.538 6.749
H: -7.784 1.143 7.259
H: -7.163 2.195 5.971
H: -6.884 0.283 4.869
H: -8.268 -0.444 4.027
H: -6.818 2.075 3.414
H: -8.625 2.284 3.472
H: -7.701 1.763 1.164
H: -8.875 0.554 1.706
H: -6.902 -0.556 0.663
H: -6.914 -0.905 2.389
H: -4.935 0.280 2.774
H: -5.445 1.600 1.714
H: -4.689 -0.954 0.222
H: -4.469 0.764 -0.156
H: -2.489 1.042 0.905
H: -2.756 -0.140 2.162
H: -1.398 -1.522 1.095
H: -2.672 -1.694 -0.222
H: -1.821 0.206 -1.403
H: -0.659 0.590 -0.060
H: 0.028 2.898 -1.566
H: 1.187 1.871 -0.588
H: 1.878 3.066 -3.367
H: 2.302 3.889 -1.831
H: 3.169 1.040 -1.866
H: 3.801 1.928 -3.252
H: 4.116 3.519 -0.772
H: 5.314 3.136 -2.009
H: 5.315 2.194 0.608
H: 4.578 0.779 -0.290
H: 7.105 2.033 -1.423
H: 7.287 1.010 0.025
H: 5.504 -0.270 -1.894
H: 7.061 0.107 -2.682
H: 8.567 -1.882 -2.387
H: 8.980 -0.334 -1.627
H: 9.095 -1.806 -0.655
H: 2.238 -0.017 0.476
H: 1.829 -0.825 1.894
H: 2.367 -2.550 -1.642
C: 11.857 -1.042 -2.390
O: 13.113 -0.932 -2.499
O: 11.185 -2.042 -2.866
O: 11.115 -0.165 -1.787

[3]
The following is a quantum chemistry calculation of a 2-piece molecular cluster, C23H41FN3O12P2S2 overall, from the OMol25 dataset.

Its total energy is -3546.664977 Ha. The spin multiplicity is 1. Its net charge is -1. As for the HOMO energy: -1.7 eV. Its largest force on an atom is 7.6 eV Å⁻¹.

Element x y z (Å)
C: 2.032 6.251 -0.433
C: 2.036 5.161 0.780
O: 2.864 4.066 0.337
C: 2.191 2.768 0.511
C: 2.447 2.340 2.016
C: 2.045 0.875 2.489
P: 2.741 0.905 4.338
S: 4.602 0.351 4.434
O: 2.954 -0.139 2.025
C: 2.308 -1.364 1.655
O: 3.390 -2.063 0.991
F: 2.091 -2.126 2.845
C: 1.000 -1.174 0.677
C: 0.657 -2.657 0.271
C: -0.535 -3.078 -0.636
C: -1.114 -4.526 -0.342
C: -2.325 -5.120 -1.090
C: -3.056 -4.336 -2.215
C: -2.511 -2.926 -2.555
C: -3.207 -2.113 -3.734
C: -1.307 -2.386 -1.762
C: 1.667 -0.427 -0.567
C: 1.959 -1.229 -1.928
O: 3.128 -2.085 -1.921
C: 2.334 -0.062 -3.024
N: 3.754 0.389 -2.933
N: -0.093 -0.412 1.450
C: -0.983 -1.329 2.286
C: -2.233 -2.075 1.692
O: -2.647 -3.104 2.307
C: -0.973 0.400 0.542
N: -2.335 0.769 0.836
C: -3.151 0.640 -0.447
C: 0.501 0.469 2.569
P: -0.475 1.957 3.131
O: -0.604 3.126 2.133
O: -2.092 1.661 3.670
O: 0.175 2.745 4.536
H: 3.112 6.472 -0.760
H: 1.554 7.202 -0.015
H: 1.464 5.795 -1.312
H: 2.524 5.711 1.668
H: 0.958 4.902 1.036
H: 2.673 2.109 -0.291
H: 1.110 2.941 0.199
H: 3.595 2.409 2.170
H: 2.041 3.193 2.685
H: 2.700 2.262 4.850
H: 1.945 0.022 5.169
H: 4.133 -1.973 1.636
H: 0.556 -3.263 1.258
H: 1.561 -3.215 -0.195
H: -0.643 -5.192 0.473
H: -2.672 -6.170 -0.829
H: -3.926 -4.826 -2.756
H: -2.563 -1.297 -4.199
H: -4.214 -1.738 -3.342
H: -3.424 -2.868 -4.575
H: -0.906 -1.346 -2.066
H: 2.743 -0.032 -0.379
H: 1.156 0.532 -0.944
H: 1.116 -1.800 -2.403
H: 2.768 -2.990 -2.087
H: 1.569 0.785 -3.037
H: 2.234 -0.595 -4.045
H: 4.285 -0.271 -3.530
H: 4.146 0.283 -1.988
H: -0.378 -2.145 2.840
H: -1.463 -0.744 3.165
H: -2.813 -1.834 0.723
H: -1.022 -0.155 -0.473
H: -0.386 1.366 0.281
H: -2.512 1.736 1.128
H: -3.148 -0.416 -0.873
H: -4.212 1.063 -0.309
H: -2.614 1.309 -1.226
H: 0.551 -0.212 3.513
H: -2.045 1.381 4.617
H: 0.059 2.172 5.330
O: -5.250 0.416 -3.936
S: -5.772 -0.140 -5.211
O: -4.635 -0.467 -6.104
O: -6.646 0.857 -5.866
O: -6.546 -1.371 -4.929

[4]
The following is a quantum chemistry calculation of C23H41LaN2P3S as an isolated structure, from the OMol25 dataset.

Its total energy is -2463.244519 Ha. The spin multiplicity is 1. The energy above the lowest of the compared OMol25 structures with the same formula, charge and spin is 3.267 eV. Its net charge is +3. As for the HOMO energy: -16.7 eV. Its largest force on an atom is 5.3 eV Å⁻¹.

Element x y z (Å)
La: 0.715 -1.709 -0.322
P: -0.753 1.758 1.387
P: -2.497 -1.016 0.015
P: 2.756 0.706 -0.003
H: 2.249 -3.077 -3.202
C: 2.675 -2.521 -2.409
C: 2.594 -2.844 -1.040
H: 1.919 -3.747 -0.881
C: -1.138 3.419 0.602
C: -2.238 1.675 2.490
C: 0.403 2.300 2.718
C: -2.836 -2.728 -0.606
C: -3.773 -0.864 1.337
C: -3.094 0.203 -1.225
C: 4.138 -0.044 -0.979
C: 3.712 1.017 1.530
C: 2.648 2.423 -0.664
H: 3.652 -2.067 -2.721
H: 3.490 -2.817 -0.374
H: -1.405 4.173 1.376
H: -1.991 3.294 -0.097
H: -0.254 3.772 0.031
H: -2.223 2.505 3.224
H: -2.199 0.727 3.045
H: -3.156 1.731 1.888
H: -0.071 3.104 3.310
H: 1.342 2.672 2.288
H: 0.615 1.451 3.386
H: -3.889 -3.010 -0.421
H: -2.230 -3.458 -0.017
H: -2.589 -2.855 -1.659
H: -4.485 -0.033 1.193
H: -3.311 -0.701 2.328
H: -4.364 -1.784 1.407
H: -3.703 -0.291 -1.997
H: -2.250 0.690 -1.731
H: -3.692 0.977 -0.745
H: 4.775 0.748 -1.395
H: 3.760 -0.660 -1.814
H: 4.703 -0.706 -0.305
H: 4.299 1.944 1.458
H: 4.393 0.168 1.674
H: 3.035 1.081 2.392
H: 3.640 2.754 -1.019
H: 2.296 3.115 0.120
H: 1.936 2.452 -1.502
C: -0.259 -0.264 -3.822
C: -0.610 1.100 -4.055
C: -1.471 1.379 -5.088
C: -2.033 0.353 -5.857
C: -1.923 -0.990 -5.417
C: -1.050 -1.299 -4.362
S: 1.063 -0.339 -2.745
H: 0.483 0.513 -1.643
H: -0.187 1.816 -3.315
H: -1.719 2.414 -5.159
H: -2.539 0.558 -6.777
H: -2.534 -1.709 -5.940
H: -0.967 -2.331 -3.986
N: 0.067 -0.060 7.051
C: 0.236 -0.512 5.982
C: 0.414 -1.029 4.636
C: 1.699 -1.051 4.058
C: 1.812 -1.356 2.717
N: 0.715 -1.670 1.983
C: -0.510 -1.793 2.573
C: -0.684 -1.506 3.912
H: 2.614 -0.867 4.638
H: 2.761 -1.391 2.195
H: -1.325 -2.174 1.952
H: -1.654 -1.718 4.398

[5]
The following is a quantum chemistry calculation of C23H41N2P3PbS as an isolated structure, from the OMol25 dataset.

Its total energy is -2623.866218 Ha. The spin multiplicity is 1. The energy above the lowest of the compared OMol25 structures with the same formula, charge and spin is 1.189 eV. Its net charge is +4. As for the HOMO energy (spin up / spin down): -18.8 / -18.7 eV. Its largest force on an atom is 3.5 eV Å⁻¹.

Element x y z (Å)
Pb: 0.014 0.753 0.188
P: 0.256 1.394 2.836
P: 2.551 0.026 0.094
P: -2.593 0.444 0.433
H: 0.611 -7.345 -5.268
C: -0.299 -6.875 -5.634
C: -0.269 -6.020 -6.691
H: 0.665 -5.783 -7.196
C: 0.238 -0.128 3.807
C: 1.803 2.233 3.268
C: -1.084 2.484 3.377
C: 2.882 -0.502 -1.603
C: 3.806 1.271 0.487
C: 2.803 -1.405 1.168
C: -3.278 -0.296 -1.065
C: -3.589 1.912 0.760
C: -2.858 -0.697 1.806
H: -1.239 -7.154 -5.164
H: -1.184 -5.592 -7.094
H: 0.303 0.278 4.828
H: 1.121 -0.731 3.527
H: -0.705 -0.670 3.616
H: 1.575 2.616 4.278
H: 1.981 3.101 2.615
H: 2.660 1.536 3.196
H: -0.740 2.754 4.389
H: -2.044 1.931 3.379
H: -1.148 3.391 2.743
H: 3.985 -0.516 -1.607
H: 2.476 0.233 -2.327
H: 2.433 -1.496 -1.780
H: 4.553 0.717 1.073
H: 3.428 2.104 1.112
H: 4.145 1.645 -0.498
H: 3.720 -1.843 0.752
H: 1.961 -2.109 1.086
H: 2.935 -1.057 2.206
H: -4.354 -0.323 -0.829
H: -2.853 -1.302 -1.235
H: -3.054 0.350 -1.937
H: -4.533 1.462 1.117
H: -3.698 2.440 -0.208
H: -3.113 2.555 1.526
H: -3.894 -1.013 1.638
H: -2.740 -0.164 2.760
H: -2.178 -1.560 1.754
C: -0.253 -1.903 -2.165
C: -0.502 -2.795 -1.092
C: -0.363 -4.163 -1.317
C: 0.003 -4.634 -2.581
C: 0.242 -3.749 -3.637
C: 0.122 -2.390 -3.437
S: -0.398 -0.202 -2.317
H: -0.080 -1.018 1.051
H: -0.793 -2.434 -0.100
H: -0.551 -4.861 -0.503
H: 0.098 -5.700 -2.767
H: 0.519 -4.087 -4.628
H: 0.286 -1.643 -4.218
N: -2.854 6.753 1.626
C: -1.934 6.051 1.405
C: -0.785 5.183 1.112
C: 0.511 5.476 1.561
C: 1.584 4.684 1.188
C: 1.309 3.535 0.485
N: 0.050 3.236 0.105
C: -1.006 3.989 0.414
H: 0.636 6.309 2.247
H: 2.618 4.873 1.540
H: 2.081 2.796 0.234
H: -1.997 3.645 0.115

[6]
The following is a quantum chemistry calculation of C23H41N2P3PbSe as an isolated structure, from the OMol25 dataset.

Its total energy is -4627.071765 Ha. The spin multiplicity is 1. The energy above the lowest of the compared OMol25 structures with the same formula, charge and spin is 1.841 eV. Its net charge is +4. As for the HOMO energy (spin up / spin down): -19.4 / -19.4 eV. Its largest force on an atom is 3.6 eV Å⁻¹.

Element x y z (Å)
Pb: -3.153 0.781 -1.263
P: -1.733 -1.719 0.321
P: 1.514 -0.288 1.747
P: 1.237 -1.339 -1.677
H: -3.686 4.042 -6.174
C: -3.919 2.952 -6.368
C: -4.037 1.910 -5.494
H: -3.922 1.948 -4.395
C: -3.228 -1.780 1.388
C: -0.766 -2.998 1.274
C: -2.344 -2.816 -1.021
C: 2.773 1.017 1.430
C: 1.291 0.048 3.546
C: 2.653 -1.741 1.925
C: 0.844 -1.340 -3.475
C: 1.621 -3.132 -1.497
C: 2.974 -0.735 -1.851
H: -4.070 2.854 -7.479
H: -4.298 0.920 -5.896
H: -3.943 -1.001 1.095
H: -2.941 -1.593 2.435
H: -3.702 -2.772 1.302
H: -0.474 -2.571 2.249
H: 0.132 -3.280 0.703
H: -1.415 -3.879 1.423
H: -2.953 -2.201 -1.708
H: -2.944 -3.649 -0.600
H: -1.460 -3.214 -1.548
H: 3.559 0.935 2.195
H: 2.266 1.989 1.499
H: 3.187 0.953 0.415
H: 2.255 -0.096 4.054
H: 0.518 -0.604 3.978
H: 0.930 1.078 3.663
H: 3.262 -1.587 2.829
H: 3.278 -1.861 1.031
H: 2.052 -2.653 2.036
H: 1.708 -1.706 -4.052
H: 0.598 -0.314 -3.778
H: -0.045 -1.967 -3.654
H: 2.236 -3.439 -2.357
H: 0.696 -3.731 -1.471
H: 2.184 -3.294 -0.564
H: 3.450 -1.288 -2.672
H: 3.558 -0.894 -0.932
H: 3.008 0.334 -2.098
C: 0.187 2.803 -2.838
C: -1.028 3.077 -3.507
C: -0.968 3.435 -4.847
C: 0.285 3.584 -5.454
C: 1.477 3.383 -4.773
C: 1.441 2.998 -3.435
Se: 0.247 2.265 -0.965
H: 1.478 1.445 -1.217
H: -1.993 3.069 -2.973
H: -1.883 3.631 -5.411
H: 0.297 3.929 -6.483
H: 2.433 3.512 -5.254
H: 2.390 2.844 -2.901
N: -1.711 -0.072 5.998
C: -1.878 0.687 5.111
C: -2.057 1.536 3.969
C: -2.198 2.920 4.157
C: -2.262 3.754 3.046
C: -2.249 3.125 1.780
N: -2.085 1.806 1.602
C: -1.891 1.029 2.671
H: -2.243 3.335 5.167
H: -2.372 4.841 3.128
H: -2.319 3.695 0.836
H: -1.628 -0.020 2.472